1.
A structure of composition C28H32LaN3OSb at a distorted geometry, computed with the ωB97M-V functional and the def2-TZVPD basis.

Computed properties:
Spin multiplicity: 1
Gap between HOMO and LUMO in Ha: 0.304
E_LUMO in eV: -9.12
HOMO in eV: -17.4
Total charge: +3

Last column: Mulliken charge in e.
Element x y z (Å)
La: -0.156 0.684 -0.188  1.8758
C: 2.145 -3.136 4.746  -1.3223
C: 1.441 -2.028 3.973  0.8848
C: 2.192 -1.048 3.435  -0.7170
C: 1.582 0.069 2.849  -0.2125
C: 0.193 0.090 2.710  -1.0292
C: -0.578 -0.916 3.305  -0.7192
C: 0.048 -1.959 3.953  -0.6719
H: 3.013 -2.663 5.244  0.3944
H: 2.490 -3.940 4.071  0.2801
H: 1.476 -3.530 5.547  0.3934
H: 3.296 -1.109 3.363  0.4560
H: 2.156 1.011 2.636  0.5880
H: -0.291 1.095 2.606  0.9755
H: -1.629 -1.032 3.111  0.4964
H: -0.533 -2.755 4.548  0.2911
C: -0.697 4.594 0.758  -1.2246
C: -0.789 4.280 -0.712  0.7105
C: -1.382 5.297 -1.569  -0.6724
C: -1.931 4.896 -2.793  -0.5403
C: -1.789 3.595 -3.217  -1.0341
C: -1.081 2.680 -2.428  0.4196
N: -0.630 3.029 -1.166  0.0805
Sb: -0.799 0.719 -3.352  0.6534
C: -2.227 -0.345 -1.940  0.8787
C: -2.828 -1.543 -2.469  -0.8654
C: -3.869 -2.150 -1.755  -0.7343
C: -4.308 -1.578 -0.575  -0.6442
C: -3.741 -0.366 -0.135  0.4029
C: -4.289 0.508 0.923  -1.1622
N: -2.640 0.137 -0.801  -0.2161
C: 1.358 0.266 -2.886  0.5118
C: 2.064 -0.394 -3.857  -0.7471
C: 3.434 -0.290 -3.799  -0.5392
C: 4.046 0.260 -2.660  -0.6628
C: 3.215 0.848 -1.690  0.5722
C: 3.775 1.463 -0.453  -1.3702
N: 1.837 0.679 -1.713  0.2160
H: -0.364 3.721 1.292  0.0950
H: -0.122 5.485 1.032  0.4333
H: -1.756 4.698 1.081  0.3533
H: -1.252 6.354 -1.299  0.4552
H: -2.477 5.617 -3.453  0.4100
H: -2.141 3.309 -4.182  0.5217
H: -2.516 -1.975 -3.444  0.4016
H: -4.324 -3.055 -2.081  0.5363
H: -5.183 -1.905 -0.002  0.5046
H: -4.707 -0.129 1.751  0.3990
H: -3.463 1.118 1.336  0.1733
H: -5.034 1.303 0.672  0.2784
H: 1.548 -1.010 -4.636  0.4095
H: 4.076 -0.680 -4.648  0.4176
H: 5.100 0.616 -2.555  0.4071
H: 4.081 0.781 0.321  0.2757
H: 4.662 2.086 -0.738  0.4789
H: 3.022 2.084 0.024  0.2446
C: 1.948 -3.076 -0.094  -1.0348
C: 0.500 -2.808 0.130  0.5543
C: -0.355 -4.017 0.566  -1.2079
O: -0.009 -1.599 -0.068  -0.0787
H: 2.193 -3.261 -1.164  0.3230
H: 2.239 -4.014 0.424  0.4161
H: 2.579 -2.221 0.195  0.1963
H: -1.393 -3.662 0.708  0.2332
H: 0.027 -4.465 1.503  0.4113
H: -0.452 -4.717 -0.292  0.3957


2.
A structure of composition C19H38CuNO2 at a distorted geometry, computed with the ωB97M-V functional and the def2-TZVPD basis.

Computed properties:
Spin multiplicity: 3
Gap between HOMO and LUMO (alpha / beta) in Ha: 0.287 / 0.151
E_LUMO (alpha / beta) in eV: -7.64 / -11.34
⟨S²⟩: 2.009
HOMO (alpha / beta) in eV: -15.4 / -15.4
Total charge: +2

Last column: Mulliken charge in e.
Element x y z (Å)
C: 5.609 0.369 -0.687  -1.1060
C: 5.018 1.711 -0.275  -0.7575
C: 3.487 1.777 -0.422  -0.2315
C: 2.733 1.710 0.902  -0.5587
C: 3.044 0.522 1.817  -0.9734
C: 2.130 -0.697 1.676  -0.7290
C: 2.012 -1.300 0.271  -0.6736
C: 1.010 -0.696 -0.707  -2.1274
C: -0.498 -0.764 -0.363  3.5497
C: -0.857 -2.120 0.269  -1.2727
C: -1.154 -2.056 1.868  -0.2965
O: -0.765 -3.279 2.312  -0.3250
C: -0.914 0.514 0.376  -3.1016
C: -2.427 0.804 0.469  2.2797
C: -2.964 0.683 1.923  -1.6691
C: -2.740 2.220 -0.021  -2.4287
N: -3.240 -0.120 -0.346  0.8773
O: -4.491 0.103 -0.218  -0.6557
C: -2.797 -0.536 -1.699  1.7514
C: -3.139 0.534 -2.743  -1.9366
C: -3.589 -1.808 -2.055  -1.6354
C: -1.279 -0.807 -1.724  -2.6426
H: 6.668 0.319 -0.449  0.3688
H: 5.132 -0.452 -0.149  0.2054
H: 5.469 0.181 -1.749  0.3328
H: 5.480 2.500 -0.858  0.4085
H: 5.269 1.881 0.772  0.3185
H: 3.235 2.724 -0.896  0.4896
H: 3.164 0.994 -1.111  0.1745
H: 1.654 1.740 0.728  -0.1278
H: 2.973 2.622 1.446  0.4966
H: 2.951 0.861 2.848  0.3694
H: 4.073 0.189 1.709  0.4416
H: 1.157 -0.449 2.110  0.2201
H: 2.554 -1.473 2.316  0.3978
H: 1.848 -2.374 0.352  0.7322
H: 2.993 -1.209 -0.194  0.4420
H: 1.137 -1.239 -1.645  0.3282
H: 1.258 0.339 -0.922  0.4512
H: -1.769 -2.560 -0.130  0.3212
H: -0.070 -2.847 0.099  0.9439
H: -0.564 -1.257 2.317  0.3367
H: -2.220 -1.952 2.036  0.2682
H: 0.203 -3.326 2.424  0.4467
H: -0.449 1.327 -0.176  0.8422
H: -0.483 0.563 1.372  0.6227
H: -3.677 -0.128 2.021  0.4466
H: -3.478 1.593 2.252  0.3768
H: -2.171 0.536 2.648  0.3684
H: -2.580 2.936 0.780  0.4990
H: -2.191 2.535 -0.902  0.4445
H: -3.791 2.179 -0.391  0.7554
H: -4.104 0.986 -2.540  0.3064
H: -2.393 1.327 -2.771  0.4137
H: -3.148 0.079 -3.728  0.4657
H: -4.590 -1.536 -2.374  0.4468
H: -3.112 -2.327 -2.878  0.4544
H: -3.709 -2.464 -1.195  0.3997
H: -0.760 -0.116 -2.386  0.5684
H: -1.113 -1.796 -2.145  0.3732
Cu: -5.033 2.327 0.735  0.5127


3.
A cluster of 10 separate species, C28H55Cl6N5O2 in total at a distorted geometry, computed with the ωB97M-V functional and the def2-TZVPD basis.

Computed properties:
Spin multiplicity: 1
Gap between HOMO and LUMO in Ha: 0.392
E_LUMO in eV: 0.22
HOMO in eV: -10.5

Last column: Mulliken charge in e.
Element x y z (Å)
C: 2.226 3.053 2.099  -0.6467
C: 3.642 3.501 1.704  -0.5755
C: 4.132 4.748 2.523  -0.5094
C: 4.306 4.391 3.930  0.2691
N: 4.516 4.099 5.009  -0.4434
H: 1.965 2.201 1.480  -0.1629
H: 1.473 3.820 1.954  0.4550
H: 2.238 2.770 3.164  0.3575
H: 3.564 3.796 0.658  0.3231
H: 4.344 2.678 1.871  0.2907
H: 3.343 5.490 2.391  0.2806
H: 5.099 5.001 2.112  0.3323
C: -3.240 -1.497 1.342  -0.8906
C: -3.971 -1.593 2.696  -0.5094
C: -5.287 -0.808 2.662  -0.4733
C: -6.168 -1.224 1.542  0.2425
N: -6.763 -1.547 0.573  -0.4862
H: -3.820 -2.046 0.583  0.4672
H: -2.297 -2.025 1.372  0.1574
H: -3.003 -0.497 0.993  0.1796
H: -3.451 -1.285 3.606  0.2978
H: -4.282 -2.603 2.986  0.3832
H: -5.084 0.272 2.653  0.2624
H: -5.883 -1.017 3.550  0.3608
C: 3.507 -0.613 4.757  -1.5390
C: 3.055 -0.591 3.323  0.6212
C: 2.668 -1.950 2.750  0.3134
C: 3.828 -2.815 2.425  0.0635
N: 4.684 -3.505 2.132  -0.5167
H: 3.920 0.284 5.179  0.3986
H: 4.286 -1.382 4.928  0.3580
H: 2.723 -0.957 5.451  0.3634
H: 3.833 -0.215 2.669  0.2662
H: 2.231 0.116 3.239  -0.3944
H: 2.126 -1.879 1.808  -0.2563
H: 2.170 -2.510 3.548  0.3192
C: 3.980 2.166 -5.320  -1.3236
C: 2.555 1.676 -5.252  -0.4810
C: 2.053 1.799 -3.794  0.2388
C: 1.662 3.115 -3.369  0.1555
N: 1.314 4.126 -2.996  -0.5050
H: 4.109 3.210 -5.105  0.3280
H: 4.363 2.062 -6.334  0.3803
H: 4.581 1.544 -4.663  0.3520
H: 2.588 0.629 -5.530  0.3091
H: 1.953 2.295 -5.874  0.3442
H: 2.827 1.482 -3.098  0.2051
H: 1.215 1.125 -3.620  0.0039
C: -0.135 -7.349 0.991  -1.1991
C: 0.252 -6.983 -0.449  -0.1774
C: 1.009 -5.690 -0.486  -0.5215
C: 0.367 -4.476 0.020  0.0584
N: -0.063 -3.515 0.414  -0.2834
H: -0.674 -6.603 1.587  0.3443
H: 0.787 -7.621 1.518  0.3091
H: -0.837 -8.174 0.988  0.3442
H: -0.638 -6.845 -1.056  0.1385
H: 0.855 -7.777 -0.901  0.3067
H: 1.405 -5.471 -1.470  0.3275
H: 1.986 -5.739 -0.012  0.3794
C: -1.027 1.828 3.119  -0.1466
O: -0.044 0.858 3.307  -0.3029
H: -0.618 2.387 2.300  -0.2390
H: -1.949 1.326 2.778  0.1169
H: -1.218 2.527 3.915  0.3878
H: -0.250 0.241 4.028  0.2084
C: -1.878 5.109 0.201  -0.5940
O: -0.494 4.617 0.066  -0.3466
H: -2.110 5.144 1.267  0.2264
H: -1.886 6.098 -0.250  0.3502
H: -2.553 4.460 -0.360  0.1560
H: -0.156 4.959 -0.775  0.2603
Cl: -2.150 -4.793 -2.395  -0.1980
C: -2.004 -3.769 -3.882  -0.4688
C: -1.077 -2.611 -3.587  -0.0316
Cl: -0.986 -1.552 -5.028  -0.2060
H: -2.996 -3.408 -4.109  0.3455
H: -1.689 -4.426 -4.681  0.3341
H: -0.048 -2.858 -3.324  0.2659
H: -1.409 -2.039 -2.741  -0.0496
Cl: -3.386 1.675 -5.112  -0.1740
C: -4.338 2.761 -4.057  -0.4888
C: -4.736 2.037 -2.861  -0.0672
Cl: -5.516 3.124 -1.732  -0.2129
H: -5.219 3.067 -4.597  0.3836
H: -3.701 3.624 -3.876  0.2762
H: -3.899 1.523 -2.385  -0.1072
H: -5.405 1.208 -3.063  0.3749
Cl: -1.040 1.673 -2.078  -0.2318
C: -0.486 1.162 -0.381  -0.0866
C: 0.063 -0.189 -0.393  0.5180
Cl: 1.712 -0.215 -1.103  -0.2101
H: -1.365 1.243 0.257  0.0565
H: 0.166 1.924 0.000  0.0091
H: -0.568 -0.860 -0.962  -0.2225
H: 0.121 -0.503 0.647  0.1217


4.
A structure of composition C17H15Cl5CuN at a distorted geometry, computed with the ωB97M-V functional and the def2-TZVPD basis.

Computed properties:
Spin multiplicity: 2
Gap between HOMO and LUMO (alpha / beta) in Ha: 0.285 / 0.135
E_LUMO (alpha / beta) in eV: -3.46 / -7.56
⟨S²⟩: 0.768
HOMO (alpha / beta) in eV: -11.2 / -11.2
Total charge: +1

Last column: Mulliken charge in e.
Element x y z (Å)
Cu: -1.019 -0.691 0.051  -1.0268
C: 4.389 -1.054 -0.084  -1.7235
C: 3.286 -0.963 0.972  0.9598
C: 3.838 -0.780 2.404  -1.2938
C: 2.307 0.129 0.628  0.2307
C: 1.124 0.246 1.341  -0.0298
C: 0.062 1.032 0.863  -0.7625
C: 0.350 2.010 -0.106  0.6873
C: -0.629 3.107 -0.411  -1.5462
C: 1.593 1.998 -0.718  -0.8927
C: 2.515 1.024 -0.414  -0.2020
H: 5.135 -1.772 0.228  0.4139
H: 4.884 -0.123 -0.283  0.4101
H: 3.984 -1.437 -1.062  0.3573
H: 2.677 -1.889 0.973  0.1275
H: 4.406 0.177 2.544  0.3097
H: 4.532 -1.602 2.571  0.4221
H: 3.006 -0.889 3.136  0.3494
H: 0.956 -0.454 2.169  0.2700
H: -0.896 1.176 1.379  0.4743
H: -1.473 3.053 0.299  0.3094
H: -1.010 3.073 -1.462  0.2889
H: -0.142 4.073 -0.308  0.4711
H: 1.847 2.819 -1.425  0.3796
H: 3.421 0.890 -1.072  0.2451
Cl: -1.902 -0.802 -2.994  -0.1016
C: -3.135 -0.501 -1.829  0.7518
C: -2.838 -0.365 -0.485  -0.6422
C: -3.823 -0.083 0.446  0.7609
Cl: -3.445 0.054 2.103  -0.1004
C: -5.152 0.052 0.003  0.4574
Cl: -6.352 0.543 1.100  -0.0889
C: -5.478 -0.165 -1.339  0.0941
Cl: -7.100 -0.320 -1.775  -0.1553
C: -4.453 -0.413 -2.276  0.3068
Cl: -4.839 -0.712 -3.927  -0.0814
N: -0.221 -3.529 -0.449  -0.2229
C: -0.534 -2.430 -0.230  0.4470
H: 0.134 -4.483 -0.561  0.3457